Computed, not measured: a cluster of 2 separate species, C8H15N in total in a non-equilibrium geometry, with ωB97M-V/def2-TZVPD.

```
24
Properties=species:S:1:pos:R:3:forces:R:3:mulliken_charge:R:1
C -1.066466 -0.035740 -0.976796 0.8 -0.5 -0.7 0.9666
C -2.581463 0.176770 -0.955180 0.0 -0.1 -0.1 -1.5988
C -0.372037 1.121332 -1.700011 0.0 -0.2 0.2 -1.4916
C -0.597180 -0.196170 0.442987 0.4 3.3 0.4 -0.1436
C -1.090751 -1.029110 1.347549 -0.2 -1.4 1.4 -0.8816
H -0.840579 -0.960588 -1.513854 -0.1 -0.1 -0.2 0.2425
H 0.074902 0.676817 0.857850 -3.2 -0.4 -0.5 0.2524
H -3.094901 -0.696710 -0.557005 0.0 0.0 0.2 0.4000
H -2.836979 1.047693 -0.350829 -0.1 0.0 0.0 0.3795
H 0.689950 0.920683 -1.811599 0.0 0.0 -0.1 0.2939
H -0.811066 1.256510 -2.687525 0.0 0.0 0.0 0.4018
H -2.959019 0.336238 -1.965041 0.1 0.1 -0.1 0.4044
H -0.485115 2.050011 -1.140052 -0.1 0.1 0.1 0.3336
H -1.520982 -0.718205 2.287943 1.2 0.5 0.8 0.2857
H -1.012499 -2.107365 1.330873 -1.2 -0.4 -1.2 0.2858
C 1.477707 -0.854555 0.309250 2.2 -0.7 -0.3 -0.0515
C 1.967056 0.473106 0.812020 0.2 -0.1 0.1 -0.1498
C 2.499234 0.616996 2.027015 -0.7 0.0 -0.3 -0.7355
N 1.631350 -1.131467 -0.940566 1.3 0.8 0.4 -0.6018
H 2.119702 -2.002152 -1.136287 -1.2 -0.7 0.2 0.2203
H 1.429992 -1.594720 1.117526 0.3 -0.2 -0.2 0.3596
H 2.046177 1.255592 0.069249 0.0 0.1 -0.1 0.2981
H 2.399914 -0.152606 2.777935 0.1 -0.2 0.0 0.2484
H 2.933053 1.547639 2.354546 0.2 0.1 -0.1 0.2814
```
Forces are in eV/Å.

Calculated values
Kohn-Sham gap: 7.97 eV
SMILES: [H]/N=C/C=C.C=CC(C)C
energy relative to the best compared isomer or geometry (same formula, charge and spin): 489.7 kJ/mol
electronic energy: -10024.29937 eV

Computed, not measured: the ion C8H15N2 with charge +1 in a non-equilibrium geometry, with ωB97M-V/def2-TZVPD.

```
25
Properties=species:S:1:pos:R:3:forces:R:3:mulliken_charge:R:1
C -1.268870 0.861862 -0.046628 -0.9 -0.8 0.3 0.5314
C 0.432244 -0.973237 -0.341057 -5.6 0.6 -0.3 0.2157
C -2.348819 1.472836 0.436902 2.5 0.7 0.0 -1.2339
C 0.077862 1.420256 -0.355446 0.0 -1.4 -2.0 -0.6554
C 1.095675 0.296099 -0.028860 2.0 1.5 1.5 1.1909
C 1.355760 0.342236 1.544116 -1.5 0.9 0.0 -1.3254
C 2.407296 0.580943 -0.803702 -0.7 1.0 0.3 -1.7314
C -2.353760 -1.414647 -0.169351 0.8 -0.2 -2.3 -1.1616
N -1.301997 -0.506650 -0.373723 6.9 0.8 -1.0 -0.0359
N 0.751165 -2.219302 -0.590701 -1.3 0.9 0.0 -0.2625
H -3.266502 1.030488 0.627364 -1.5 -0.8 0.3 0.3255
H -2.131131 2.444899 0.810970 -0.5 0.9 -0.1 0.2781
H 0.175367 1.446700 -1.477594 -0.5 0.5 0.8 0.3069
H 0.329546 2.403566 0.014160 0.0 0.0 0.4 0.4941
H 2.017134 -0.451851 1.904056 -0.1 0.2 -0.1 0.3796
H 0.307068 0.232730 1.962415 1.4 0.0 0.1 0.3659
H 1.726684 1.388174 1.861755 -0.4 -1.8 -0.7 0.3624
H 3.114362 -0.195132 -0.658089 0.8 -0.8 -0.1 0.4442
H 2.907133 1.537060 -0.508196 -0.7 -0.8 0.2 0.3554
H 2.141433 0.743527 -1.838332 0.2 -0.4 -0.5 0.4565
H -2.166828 -2.126638 -0.956955 -0.5 -1.1 0.2 0.3798
H -2.299136 -1.737222 0.790323 -0.2 -1.8 2.9 0.4221
H -3.329772 -1.034316 -0.344707 -0.6 0.9 -0.4 0.4102
H 1.629399 -2.714677 -0.558393 0.6 0.7 0.1 0.2670
H -0.001316 -2.827703 -0.900318 -0.1 0.1 0.3 0.2203
```
Forces are in eV/Å.

Calculated values
Kohn-Sham gap: 7.71 eV
SMILES: C=C1CC(C)(C)C(=[NH2+])N1C
energy relative to the best compared isomer or geometry (same formula, charge and spin): 261.3 kJ/mol
charge: +1
electronic energy: -11510.27491 eV

Computed, not measured: a cluster of 2 separate species, C8H15N2O2 in total in a non-equilibrium geometry, with ωB97M-V/def2-TZVPD.

```
27
Properties=species:S:1:pos:R:3:forces:R:3:mulliken_spin:R:1
C -1.761327 0.150231 0.091905 -0.6 4.3 -4.5 0.1692
C -0.896279 -0.852061 0.250472 0.9 -2.5 -1.7 0.3170
C -1.112773 -2.076677 -0.530719 -0.6 -0.8 -1.6 0.0213
C 0.905044 1.271151 0.699532 -2.4 -0.8 1.5 0.0110
C 3.022772 0.009423 0.911573 -0.3 -2.2 2.1 0.0464
C 1.521905 -0.142409 -1.240660 -1.0 0.1 1.4 0.0070
C -3.402853 1.842343 -0.384737 1.0 0.5 1.0 0.0000
C 1.576147 0.034710 0.332628 3.5 -1.8 0.3 0.0293
N -2.191605 1.051279 -0.697712 -0.8 0.4 0.6 0.0429
N 1.053921 -1.256034 1.027276 -0.3 2.8 -1.7 0.7538
O 1.529060 -2.212380 0.361132 0.8 -2.3 0.4 0.5155
O -1.927790 -0.484621 1.169283 -3.1 -1.2 5.7 0.0802
H -1.985210 -2.679846 -0.261038 -0.2 0.2 0.6 -0.0069
H -0.239077 -2.678375 -0.407608 0.4 -0.8 -0.4 0.0283
H -1.324961 -1.875996 -1.626106 0.6 0.1 1.0 -0.0061
H 0.235622 1.446035 -0.095579 -0.8 1.2 -0.7 0.0070
H 0.260875 1.045925 1.564578 0.1 0.3 0.0 -0.0036
H 1.481441 2.104504 0.960791 1.2 1.2 0.1 0.0000
H 3.504008 0.969396 1.125017 0.2 -0.2 -0.5 -0.0063
H 3.608742 -0.797997 0.438839 0.2 0.9 -0.4 -0.0001
H 2.900590 -0.578660 1.946569 0.2 1.8 -1.6 -0.0123
H 2.041940 0.719376 -1.727582 -0.1 -0.9 0.2 -0.0028
H 1.874225 -1.175691 -1.419362 0.1 0.9 -0.5 -0.0029
H 0.420326 -0.066727 -1.485790 1.2 -0.1 -0.1 0.0052
H -4.292867 1.191819 -0.261688 0.3 0.5 0.1 0.0049
H -3.276195 2.575720 0.534481 -0.3 -1.5 -1.5 0.0054
H -3.525683 2.465561 -1.275491 -0.4 0.1 0.3 -0.0032
```
Forces are in eV/Å.

Calculated values
2S+1: 3
Kohn-Sham gap (alpha / beta): 4.66 / 6.61 eV
energy relative to the best compared isomer or geometry (same formula, charge and spin): 134.2 kJ/mol
charge: -1
electronic energy: -15606.37173 eV

Computed, not measured: the ion C8H15N2O3S with charge +1 in a non-equilibrium geometry, with ωB97M-V/def2-TZVPD.

```
29
Properties=species:S:1:pos:R:3:forces:R:3:mulliken_charge:R:1
C -2.813317 0.569065 0.150361 1.4 2.5 -0.9 0.4294
C 0.332821 -2.161315 -0.441131 -0.6 -1.1 1.2 -0.7999
C 1.118146 -1.479314 0.692714 0.9 -1.8 -0.2 -0.6222
C -0.221086 -1.076862 -1.229386 -0.7 2.1 -3.4 -0.9623
C -1.078559 1.381712 -0.926131 3.5 1.3 1.6 -0.3700
C 0.590474 -0.098277 0.657658 1.7 3.5 -0.8 -0.7871
C -0.642072 0.049377 -0.288303 1.7 -1.8 0.1 0.9292
C 3.389096 0.891627 0.831682 1.1 0.2 -0.4 -1.0216
N -1.829103 -0.210439 0.462582 -1.7 0.6 -0.7 -0.2710
N -4.032164 0.618937 0.579225 -1.8 -1.4 0.8 -0.3404
O 1.426863 2.403567 0.224828 -0.3 1.5 0.3 -0.7033
O 2.050284 0.721052 -1.498967 0.5 0.5 0.9 -0.6662
O -2.420753 1.585532 -0.594760 -1.7 -0.5 0.0 -0.4014
S 1.904920 1.105174 -0.104869 -0.7 -1.9 -0.3 1.2456
H 1.086231 -2.612367 -0.971133 1.2 -1.8 -1.7 0.4454
H -0.464379 -2.912125 -0.213391 0.9 0.5 0.5 0.2901
H 0.909720 -2.011021 1.611732 0.1 0.2 0.5 0.3279
H 2.269389 -1.627331 0.502732 -2.2 0.7 0.4 0.1589
H 0.592978 -0.583703 -1.862559 -1.1 -0.8 0.8 0.3739
H -0.989734 -1.385634 -1.960045 0.0 0.1 0.4 0.4709
H -0.407388 2.196919 -0.417133 -1.6 -1.1 -1.6 0.3501
H -0.977990 1.283768 -1.977955 0.2 0.4 -0.9 0.3706
H 0.417242 0.403335 1.577452 -0.1 0.2 1.1 0.7314
H 3.935656 -0.025356 0.504277 -0.5 0.7 0.5 0.3932
H 4.030673 1.807399 0.620325 -0.9 -1.1 0.1 0.4011
H 3.082325 0.927015 1.888785 0.3 -0.3 -0.4 0.3456
H -2.111616 -0.805812 1.147886 0.5 -2.9 2.3 0.1188
H -4.536231 -0.168094 0.991816 0.6 0.3 -0.1 0.2658
H -4.612437 1.213161 0.041717 -0.7 0.9 -0.3 0.2976
```
Forces are in eV/Å.

Calculated values
Kohn-Sham gap: 10.41 eV
SMILES: CS(=O)(=O)[C@@H]1CCC[C@]12COC(=[NH2+])N2
energy relative to the best compared isomer or geometry (same formula, charge and spin): 0.0 kJ/mol
charge: +1
electronic energy: -28489.44007 eV

Computed, not measured: a cluster of 2 separate species, C8H15N2P in total in a non-equilibrium geometry, with ωB97M-V/def2-TZVPD.

```
26
Properties=species:S:1:pos:R:3:forces:R:3:mulliken_charge:R:1
C 4.408792 -0.428506 0.255706 -4.4 0.4 -2.9 -0.6393
C 3.846130 -1.099361 -0.896874 -0.6 3.1 1.5 -0.1633
C 3.494255 0.586668 0.535681 1.4 -2.5 -0.9 -0.5493
C -2.584950 -1.105710 -0.788238 1.1 3.9 1.7 -1.2332
C -1.522135 1.175905 1.141255 0.3 -2.5 0.1 -1.3178
C -1.395195 -0.076651 -0.999732 -0.6 0.4 0.1 -0.4056
C 1.461305 1.388297 -0.634319 -2.8 0.5 1.2 -0.7349
C -0.645040 0.249969 0.270960 1.0 1.2 -0.1 0.2083
N 2.730366 -0.421476 -1.220813 -0.3 -2.9 -2.5 -0.8187
N 2.466129 0.531863 -0.349928 3.2 -0.8 0.7 0.6982
P 0.359157 -0.959593 1.234666 -1.9 1.0 0.6 -0.0848
H 5.311253 -0.737770 0.553705 3.1 -0.4 2.0 0.5002
H 4.361415 -1.856590 -1.486119 -0.8 0.2 0.0 0.3968
H 3.546866 1.228177 1.308578 -0.1 2.3 2.3 0.4987
H -3.499028 -0.595569 -1.008580 -0.7 0.2 0.0 0.3241
H -2.453236 -1.828692 -1.480521 0.3 -3.0 -1.4 0.3869
H -2.513801 -1.275984 0.269872 -0.5 -1.3 0.2 0.3393
H -1.714499 2.055900 0.569523 -0.5 0.7 -0.1 0.4224
H -1.005161 1.394303 2.073094 -0.3 0.2 0.1 0.4306
H -2.482231 0.546970 1.362502 1.4 1.4 -0.2 0.2691
H -0.757622 -0.508752 -1.783837 0.0 0.7 0.1 0.4373
H -1.896989 0.908260 -1.216445 0.9 -0.9 -0.8 0.2416
H 1.395399 2.377276 -0.178008 0.4 -0.5 0.0 0.3096
H 1.139111 1.228525 -1.621197 -0.5 0.2 -1.0 0.4230
H 0.271095 -1.884659 0.250715 0.3 -1.2 -1.0 0.0059
H -0.948793 -1.380374 1.737811 0.9 -0.3 0.3 0.0546
```
Forces are in eV/Å.

Calculated values
Kohn-Sham gap (alpha / beta): 7.84 / 7.56 eV
energy relative to the best compared isomer or geometry (same formula, charge and spin): 399.5 kJ/mol
electronic energy: -20802.64202 eV

Computed, not measured: an isolated molecule of C8H15N3O3S in a non-equilibrium geometry, with ωB97M-V/def2-TZVPD.

```
30
Properties=species:S:1:pos:R:3:forces:R:3:mulliken_charge:R:1
C 0.345233 1.462255 0.316925 -1.6 -4.2 2.8 0.9428
C 1.758179 -0.144498 -0.726870 -1.0 0.1 0.8 -0.0744
C -0.383586 2.402626 0.897913 0.2 0.6 0.0 -1.1900
C 0.954145 -1.074068 0.115779 0.6 -2.5 2.6 1.9919
C 0.297312 -1.989894 -0.846812 -0.5 -1.4 -3.1 -1.8637
C 1.830965 -1.977248 1.099248 0.8 0.2 -3.5 -1.8908
C 2.039257 2.202587 -1.253491 0.6 0.2 -0.8 -0.9764
C -1.198634 -0.769442 1.210976 0.2 1.9 -3.8 -1.3195
N 1.270336 1.153273 -0.619595 0.8 0.6 0.4 0.1941
N 0.114144 -0.398613 1.055469 1.2 4.9 -1.7 -0.4395
N -3.518774 0.874677 0.495600 2.2 -1.1 0.2 -0.5804
O 2.626587 -0.508538 -1.460204 0.8 0.5 -0.5 -0.6174
O -1.738442 0.467411 -1.288651 -0.5 -0.6 1.1 -0.5971
O -3.139272 -1.425663 -0.512086 -1.6 -2.3 -0.6 -0.6582
S -2.423131 -0.257730 -0.221595 1.0 3.3 0.6 1.2459
H -1.108906 2.313745 1.755065 1.1 -0.5 -1.2 0.2938
H -0.262272 3.424986 0.537885 0.0 -0.1 0.0 0.2484
H -0.327833 -2.859711 -0.487547 0.2 1.5 0.0 0.3257
H 1.098165 -2.531212 -1.400985 -0.3 0.4 0.4 0.4641
H -0.166731 -1.378286 -1.684980 -0.2 -1.0 1.1 0.4322
H 1.130050 -2.690760 1.487957 0.0 -0.3 0.7 0.4372
H 2.342073 -1.332503 1.760411 0.2 0.4 1.3 0.4680
H 2.615299 -2.492538 0.481072 -0.7 0.2 0.6 0.3401
H 3.146877 2.117362 -1.122596 -0.9 0.1 0.8 0.2988
H 1.976453 2.036244 -2.322738 -0.5 0.4 -0.3 0.3558
H 1.586662 3.150072 -0.940418 0.6 -0.1 -0.3 0.2928
H -1.592483 -0.404896 2.054327 -1.7 1.6 3.1 0.6918
H -1.405441 -1.762967 1.107782 -0.1 -3.0 0.0 0.6611
H -4.477243 0.661326 0.476939 -1.3 -1.0 -0.1 0.2501
H -3.388995 1.731997 0.035211 0.4 1.4 -0.6 0.2729
```
Forces are in eV/Å.

Calculated values
Kohn-Sham gap: 9.24 eV
energy relative to the best compared isomer or geometry (same formula, charge and spin): 371.7 kJ/mol
electronic energy: -29983.41034 eV

Computed, not measured: an isolated molecule of C8H15N3O5 in a non-equilibrium geometry, with ωB97M-V/def2-TZVPD.

```
31
Properties=species:S:1:pos:R:3:forces:R:3:mulliken_charge:R:1
C 0.668453 1.459258 -0.556241 0.0 0.7 0.3 0.6578
C -0.229500 0.261559 -0.559240 1.7 -3.5 -0.8 0.0496
C 2.182598 1.198610 -0.533792 -0.1 1.3 1.2 -1.0025
C 2.828871 0.431162 0.636975 0.3 0.8 0.8 -0.5868
C 3.746292 -0.693762 0.157641 -0.6 0.3 0.0 0.2888
C -2.506755 -0.569741 -0.299073 0.6 0.3 0.0 0.3500
C -3.865573 0.097239 -0.072897 0.6 -2.9 -0.8 0.2049
C -2.129676 -1.557419 0.830914 0.5 -0.9 -0.9 -0.7083
H 0.210796 1.942607 1.430274 -0.1 0.0 -0.8 0.2120
H 0.619639 3.209959 0.528605 -0.2 0.0 -0.2 0.3098
H 0.529354 1.962918 -1.527357 -0.3 0.0 0.3 0.2465
H 2.630396 2.229008 -0.558278 -0.3 -0.9 -0.2 0.3790
H 2.437899 0.722427 -1.439722 0.3 -0.5 -1.2 0.5217
H 3.485396 1.130822 1.196014 -0.4 -0.5 -0.2 0.2815
H 2.065251 0.070519 1.343444 0.2 -0.2 -0.2 0.3746
H 3.611780 -2.388564 -0.922026 0.4 -0.5 -0.2 0.2027
H 2.076958 -1.642255 -0.604465 0.6 0.1 0.1 0.3611
H -1.794468 1.377082 0.010777 0.1 0.5 0.0 0.3554
H -2.491732 -1.095104 -1.241714 -0.2 -0.4 -0.2 0.3275
H -1.651087 -1.020556 1.636091 -0.1 0.5 0.4 0.2795
H -3.048972 -2.010051 1.168058 -0.2 -0.4 0.3 0.4274
H -0.416646 -2.209376 0.096150 -0.6 0.1 -0.1 0.4591
H -5.692507 -0.246192 -0.283968 0.2 -0.4 -0.2 0.3611
N 0.094197 2.338776 0.481691 0.8 0.4 0.7 -0.7320
N 3.082389 -1.716645 -0.417793 -1.0 0.0 -0.1 -0.3336
N -1.520004 0.489859 -0.374482 -0.2 -0.2 0.0 -0.1755
O 0.263308 -0.921197 -0.763271 -1.1 3.4 0.2 -0.8920
O 4.953027 -0.643960 0.252606 0.3 0.1 0.1 -0.6414
O -4.015651 1.115437 0.498112 -0.5 1.8 0.7 -0.5217
O -1.257034 -2.603066 0.403397 -0.9 0.0 0.4 -0.6236
O -4.867009 -0.719354 -0.516429 0.1 1.2 0.5 -0.4329
```
Forces are in eV/Å.

Calculated values
Kohn-Sham gap: 9.92 eV
SMILES: NC(=O)CC[C@H](N)C(=O)N[C@@H](CO)C(=O)O
energy relative to the best compared isomer or geometry (same formula, charge and spin): 26.0 kJ/mol
electronic energy: -23248.39331 eV

Computed, not measured: an isolated molecule of C8H15NO, with ωB97M-V/def2-TZVPD.

```
25
Properties=species:S:1:pos:R:3:forces:R:3:mulliken_charge:R:1
C -0.356921 0.759217 1.446665 0.3 -0.2 -0.2 -0.7552
C 1.633711 -1.633177 0.588971 0.0 0.0 0.0 -1.2196
C 0.199531 2.134458 1.575900 0.0 0.0 -0.1 -1.3947
C -1.384756 -1.288996 0.563343 0.1 0.0 -0.1 -1.9066
C -0.827031 -0.610302 -2.239033 0.0 0.0 0.0 -1.4918
C 1.190563 -0.264916 0.132348 -0.3 0.4 -0.2 0.7611
C -0.584047 -0.024684 0.274074 -0.2 0.1 0.0 1.7589
C -0.511952 0.331154 -1.114322 0.4 -0.1 0.3 0.1924
N -0.180885 1.591234 -1.515685 0.1 -0.1 0.1 -0.4283
O 1.967038 0.628805 -0.143461 -0.4 -0.2 0.1 -0.6200
H -0.523823 0.221191 2.368905 0.0 0.0 0.0 0.2699
H 0.160356 2.219600 -0.806739 0.0 0.0 0.1 0.2443
H 0.368575 1.653545 -2.363542 -0.1 0.0 0.0 0.2544
H 1.998691 -2.185479 -0.281964 0.0 0.1 0.0 0.2795
H 2.474096 -1.503351 1.273304 0.0 0.0 0.0 0.3656
H 0.861952 -2.217986 1.077117 0.0 0.0 0.0 0.3058
H 0.152723 2.455375 2.617571 0.0 0.0 0.0 0.3900
H 1.258267 2.176177 1.264227 0.0 0.0 0.0 0.3202
H -0.341920 2.891252 0.995701 0.0 0.0 0.0 0.3079
H -2.443324 -1.064607 0.416404 0.0 0.0 0.0 0.3733
H -1.252595 -1.601171 1.597523 0.0 0.0 0.0 0.4592
H -1.129806 -2.130654 -0.077157 0.0 0.0 0.0 0.4491
H -0.708089 -1.655007 -1.968831 0.0 0.0 0.0 0.3006
H -1.854794 -0.466199 -2.592050 0.1 0.0 0.0 0.3232
H -0.165561 -0.415480 -3.089273 0.0 0.0 0.1 0.4609
```
Forces are in eV/Å.

Calculated values
Kohn-Sham gap (alpha / beta): 7.00 / 7.00 eV
energy relative to the best compared isomer or geometry (same formula, charge and spin): 348.4 kJ/mol
electronic energy: -12073.92285 eV